{
  "formula": "C6H11CeClF5Ga",
  "method": "wB97M-V/def2-TZVPD",
  "symbols": ["Ga", "Cl", "C", "H", "H", "H", "Ce", "C", "C", "C", "H", "H", "H", "H", "H", "H", "H", "H", "F", "C", "F", "C", "F", "F", "F"],
  "positions_angstrom": [[0.7968, 0.3415, 0.2540], [1.0694, -0.2820, -2.4121], [1.4990, -1.4539, 0.6031], [1.2556, -1.6480, 1.6527], [2.5958, -1.4548, 0.5364], [1.1583, -2.2836, -0.0194], [2.6676, 1.6638, -1.9702], [3.8679, 0.6034, -3.5894], [1.6206, 3.5042, -2.8929], [2.5103, 1.2479, 0.4747], [0.7769, 3.9222, -2.3352], [2.3540, 4.3075, -3.0567], [1.2822, 3.1422, -3.8854], [3.9923, -0.4557, -3.3215], [3.3030, 0.7057, -4.5395], [4.8701, 1.0456, -3.7137], [3.4422, 0.7043, 0.8208], [2.5669, 2.1563, 1.0912], [-1.6780, 0.1646, 1.9005], [-1.3620, 0.4594, 0.5682], [-2.0291, -0.4766, -0.2225], [-1.9665, 1.8293, 0.2287], [-3.3129, 1.8766, 0.3116], [-1.4566, 2.7517, 1.0808], [-1.6209, 2.1622, -1.0549]],
  "forces_ev_per_a": [[0.32, -1.26, 0.75], [-1.37, -0.55, 0.23], [-0.21, -1.17, 0.19], [0.01, -0.34, 0.05], [-0.31, 0.31, -0.06], [-0.25, -0.05, 0.17], [0.55, 0.86, 1.39], [1.47, -0.94, -1.45], [-0.78, 1.25, -0.76], [0.92, 1.30, 0.88], [-0.13, 0.12, -0.20], [-0.05, 0.12, -0.11], [-0.05, 0.32, 0.24], [0.02, 0.06, -0.34], [0.35, -0.20, 0.28], [0.05, -0.07, -0.22], [-1.48, -0.42, -0.25], [-0.40, 0.34, -0.37], [0.09, 0.26, -1.06], [0.86, -0.24, -0.39], [0.40, 0.68, 0.73], [0.21, -0.17, -0.27], [0.49, 0.13, -0.01], [-0.37, -0.24, -0.64], [-0.33, -0.08, 1.24]],
  "mulliken_charge": [0.323, -0.492, -1.066, 0.295, 0.302, 0.337, 0.882, -1.243, -1.338, -1.292, 0.355, 0.301, 0.289, 0.319, 0.285, 0.328, 0.303, 0.453, -0.307, 0.366, -0.297, 0.659, -0.272, -0.250, -0.238],
  "multiplicity": 2,
  "max_force_ha_per_bohr": 0.0441,
  "total_charge": -1,
  "e_homo_ev": [-3.7892, -3.8977],
  "s2": 0.75,
  "lumo_ev": [2.53, 2.44]
}